Molecular formula: C2H8NO3
Method: DFT, wB97M-V/def2-TZVPD

Results
- Relative energy (zero: lowest compared OMol25 entry of this formula, charge and spin): 11.9 kcal per mole
- HOMO level: -15.939 eV
- Charge: +1
- Kohn-Sham gap: 12.77 eV
- LUMO: -0.1165 Eh

Structure (XYZ):
```
14
Properties=species:S:1:pos:R:3:forces:R:3
C -2.3422 0.5912 -0.1881 0.4224 -1.0790 2.4055
C 2.0021 0.0299 -0.0435 1.9967 0.4902 0.5466
N -1.4049 -0.6411 0.1772 0.5510 2.8343 0.8242
O 2.1800 -1.2764 -0.1322 -1.7610 -0.3395 -0.1456
O 3.1584 0.6461 0.0096 1.4328 -1.4479 -0.2887
O 0.9437 0.6028 0.0095 -1.0589 -0.2453 -0.0709
H -2.4629 0.4254 -1.1790 -0.7307 0.3372 -3.0784
H -1.8083 1.4771 0.0717 0.8008 0.4492 -0.2908
H -1.7280 -1.1482 0.9910 0.2114 -0.1037 0.1799
H -0.4542 -0.0882 0.3064 -0.8372 -1.2006 0.3610
H -1.1076 -1.2812 -0.5525 -0.9176 -0.0900 -0.4511
H 3.0590 -1.6534 -0.0014 0.3067 0.7119 -0.0460
H 3.2662 1.5698 0.1921 -0.8796 0.9806 0.1090
H -3.3012 0.7461 0.3392 0.4632 -1.2975 -0.0547
```
Forces are in eV/Å.

Charges per atom according to Mulliken partitioning, unit e:
1 C -0.68
2 C 0.80
3 N -0.37
4 O -0.45
5 O -0.46
6 O -0.65
7 H 0.32
8 H 0.29
9 H 0.34
10 H 0.43
11 H 0.37
12 H 0.38
13 H 0.36
14 H 0.33


Molecular formula: C2H8NOPS
Method: DFT, wB97M-V/def2-TZVPD

Results
- Relative energy (zero: lowest compared OMol25 entry of this formula, charge and spin): 163.5 kcal per mole
- HOMO level: -10.051 eV
- Kohn-Sham gap: 8.90 eV
- LUMO: -0.0425 Eh

Structure (XYZ):
```
14
Properties=species:S:1:pos:R:3:forces:R:3
N 1.6246 -0.2989 -1.7661 -0.2470 -0.3633 0.6658
S 2.0343 0.0235 -0.4136 0.3949 -0.0731 -1.3869
O 2.9461 1.0711 0.0076 -0.3052 -0.2608 0.8149
P 1.4996 -1.3288 1.3361 2.3100 1.8512 -0.2979
H 1.1463 -0.0559 1.9081 0.1486 -0.6425 0.2892
H 2.9851 -1.0530 1.6446 -1.9298 -0.5985 -0.0126
C -1.4624 0.3684 0.4022 -8.4631 0.6465 -1.9123
C -1.4889 0.0669 -1.1026 3.4722 0.0362 1.5733
H -2.3003 -0.2862 0.8782 1.9060 0.2354 -0.4481
H -0.6237 0.3391 0.9355 3.3099 0.1490 1.7772
H -2.1013 1.2863 0.5052 1.4478 0.0805 0.4589
H -2.3983 -0.1327 -1.5392 -2.2973 -0.3555 -0.4734
H -0.9761 0.8232 -1.7018 0.0399 -0.0871 0.1400
H -0.8850 -0.8231 -1.0942 0.2131 -0.6180 -1.1882
```
Forces are in eV/Å.

Charges per atom according to Mulliken partitioning, unit e:
1 N -0.39
2 S 0.60
3 O -0.50
4 P 0.00
5 H 0.13
6 H 0.15
7 C -0.61
8 C -0.90
9 H 0.24
10 H 0.07
11 H 0.28
12 H 0.41
13 H 0.25
14 H 0.25


Molecular formula: C2H8NOPS
Method: DFT, wB97M-V/def2-TZVPD

Results
- Relative energy (zero: lowest compared OMol25 entry of this formula, charge and spin): 59.1 kcal per mole
- HOMO level: -8.540 eV
- Kohn-Sham gap: 9.08 eV
- LUMO: 0.0198 Eh

Structure (XYZ):
```
14
Properties=species:S:1:pos:R:3:forces:R:3
C -0.8001 1.9811 0.4030 2.3205 -1.5413 1.6458
C -0.8032 0.7477 -0.4282 1.6089 -3.4633 -2.8770
N 0.4317 -2.4049 -0.7087 0.5156 1.8153 2.4416
O 0.7166 -1.3182 1.4401 -0.3736 -0.3302 -0.2590
P 0.9053 -0.9186 -0.1226 -0.7695 2.4797 1.1326
S 2.6576 -0.2471 -0.5685 -0.3824 -0.1043 -0.2203
H -1.5062 2.0255 1.2003 -0.6360 -0.5758 0.6593
H 0.2238 2.0016 0.8896 -1.0034 0.4094 -0.4143
H -0.9330 2.8873 -0.0872 -0.0184 1.4722 -1.4936
H -0.4660 0.7917 -1.5022 0.0714 0.9648 1.0890
H -1.6863 0.1223 -0.6234 -0.1441 0.3118 1.1061
H -0.4898 -2.4212 -0.3255 -1.1130 -1.2524 -0.7071
H 0.6580 -2.5387 -1.6403 -0.2772 -0.5730 -2.1419
H 1.0915 -0.7084 2.0736 0.2011 0.3871 0.0386
```
Forces are in eV/Å.

Charges per atom according to Mulliken partitioning, unit e:
1 C -0.91
2 C -0.65
3 N -0.50
4 O -0.49
5 P 0.47
6 S -0.36
7 H 0.28
8 H 0.22
9 H 0.34
10 H 0.33
11 H 0.41
12 H 0.28
13 H 0.26
14 H 0.33